Record 1
A cluster of 2 separate species, C3H6N2O in total at a distorted geometry. Source: the Open Molecules 2025 dataset; level of theory: ωB97M-V/def2-TZVPD.

```
12
Properties=species:S:1:pos:R:3:nbo_charge:R:1
H -0.967 1.247 1.429 0.1671
H 0.241 -1.280 1.143 0.2748
H -2.192 1.104 -0.713 0.3891
O 0.738 0.487 0.516 -0.5516
N -1.599 -2.639 0.769 -0.3376
C 1.413 0.275 -0.730 -0.2778
N -1.180 1.235 -0.676 -0.7201
C -0.677 -2.008 1.078 0.0362
H 0.770 -0.203 -1.475 0.2046
C -0.598 1.026 0.422 0.4257
H 2.235 -0.433 -0.590 0.1941
H 1.817 1.188 -1.173 0.1954
```

Results
total charge	0
E	-8233.7483	eV
highest occupied orbital energy	-10.43	eV
LUMO level	0.0299	hartree
SMILES	[H]/N=C/OC.C#N


Record 2
A cluster of 3 separate species, C3H6N2O in total at a distorted geometry. Source: the Open Molecules 2025 dataset; level of theory: ωB97M-V/def2-TZVPD.

```
12
Properties=species:S:1:pos:R:3:nbo_charge:R:1
C -1.307 -0.303 -1.461 -0.0198
C 1.782 0.461 -0.384 0.1800
H -2.165 -0.197 -2.133 0.1500
H 0.210 -1.661 2.219 -0.0086
H 0.320 1.558 0.799 0.1800
H -0.167 -1.370 1.641 0.0028
C 1.284 1.054 0.866 0.3346
N 2.147 0.034 -1.411 -0.2622
H -0.370 -0.583 -1.948 0.1789
N -1.353 -0.118 -0.212 -0.6379
H -2.295 0.128 0.110 0.3447
O 1.930 1.002 1.908 -0.4426
```

Results
total charge	0
E	-8232.9299	eV
highest occupied orbital energy	-10.75	eV
LUMO level	-0.0202	hartree
SMILES	N#CC=O.[H][H].C=N


Record 3
The molecule C3H6N2O at a distorted geometry. Source: the Open Molecules 2025 dataset; level of theory: ωB97M-V/def2-TZVPD.

```
12
Properties=species:S:1:pos:R:3:nbo_charge:R:1
H -2.455 -0.336 0.881 0.4027
H -1.943 1.133 0.075 0.4028
C 0.848 -0.688 -0.793 -0.3073
H -0.069 -1.109 -1.194 0.1894
C -0.480 -0.081 0.829 0.6525
H 1.210 -1.301 0.072 0.2832
O -0.173 -1.089 1.466 -0.6544
N 0.880 0.684 -1.310 -0.5571
H 1.740 1.188 -1.504 0.3762
N -1.745 0.346 0.670 -0.8025
C 0.652 0.550 0.094 -0.1815
H 1.535 0.702 0.715 0.1960
```

Results
total charge	0
E	-8232.6385	eV
highest occupied orbital energy	-9.21	eV
LUMO level	0.0360	hartree
SMILES	NC(=O)[C@H]1CN1


Record 4
The molecule C3H6N2O at a distorted geometry. Source: the Open Molecules 2025 dataset; level of theory: ωB97M-V/def2-TZVPD.

```
12
Properties=species:S:1:pos:R:3:nbo_charge:R:1
C 0.822 0.390 0.128 -0.0058
H -1.802 -1.396 0.363 0.3813
C -0.629 0.132 -0.379 -0.2366
H -2.089 0.046 1.099 0.3779
H 0.399 -0.917 1.405 0.4939
C 1.743 0.460 -1.027 0.2660
O 1.235 -0.639 0.977 -0.6997
H 0.864 1.365 0.641 0.1912
N -1.376 -0.536 0.679 -0.8643
N 2.430 0.515 -1.954 -0.3112
H -0.584 -0.506 -1.267 0.2078
H -1.080 1.083 -0.681 0.1995
```

Results
total charge	0
E	-8235.2857	eV
highest occupied orbital energy	-10.47	eV
LUMO level	0.0214	hartree
SMILES	N#C[C@H](O)CN


Record 5
The molecule C3H6N2O. Source: the Open Molecules 2025 dataset; level of theory: ωB97M-V/def2-TZVPD.

```
12
Properties=species:S:1:pos:R:3:nbo_charge:R:1
H 1.641 -0.503 -1.112 0.1605
H 0.126 -2.124 -0.749 0.1157
C -1.085 0.847 0.377 -0.4234
H -0.914 1.811 -0.107 0.2138
H -0.934 0.959 1.454 0.2139
C -0.633 -1.449 -0.306 0.5433
H -2.104 0.507 0.187 0.2347
H 2.755 0.959 0.176 0.3485
O -1.717 -1.834 0.066 -0.5757
N 1.765 0.940 0.414 -0.6488
N -0.195 -0.145 -0.212 -0.4636
C 1.176 0.097 -0.323 0.2811
```

Results
total charge	0
E	-8235.7263	eV
highest occupied orbital energy	-9.85	eV
LUMO level	0.0299	hartree
SMILES	[H]/N=C/N(C)C=O


Record 6
The molecule C3H6N2O at a distorted geometry. Source: the Open Molecules 2025 dataset; level of theory: ωB97M-V/def2-TZVPD.

```
12
Properties=species:S:1:pos:R:3:nbo_charge:R:1
C -0.283 1.102 0.055 0.7164
H -1.055 -1.289 -0.709 0.2357
C 1.508 -0.303 0.083 0.2560
H -1.830 -0.479 0.600 0.2357
H -1.874 0.189 -1.070 0.2172
N 0.808 -1.333 0.302 -0.6309
N 1.107 0.885 0.734 -0.7088
H 0.923 -2.028 -0.430 0.3452
C -1.258 -0.263 -0.310 -0.7169
O -0.635 2.211 -0.222 -0.4979
H 0.865 0.620 1.693 0.3857
H 2.222 -0.169 -0.734 0.1626
```

Results
total charge	0
E	-8233.4687	eV
highest occupied orbital energy	-10.18	eV
LUMO level	0.0262	hartree
SMILES	[H]/N=C/NC(C)=O